Entry 1:
DFT (ωB97M-V/def2-TZVPD) results for 3 unconnected molecules or ions with the total composition C4H10O2 at a distorted geometry.

Summary:
multiplicity = 1
energy = -8402.8851 eV
energy relative to the best compared isomer or geometry (same formula, charge and spin) = 61.4 kcal/mol
LUMO energy = 0.384 eV
orbital gap = 9.4 eV
total charge = 0
SMILES = C=CC=C.O.O

Cartesian coordinates (Å):
C: 1.4484 0.4554 -0.6788
C: 1.0678 1.1652 0.3726
C: -0.1275 2.0456 0.3578
C: -1.2949 1.4962 0.0478
H: 0.7841 0.4827 -1.5430
H: 2.0741 -0.4280 -0.7472
H: 1.6535 1.4014 1.2583
H: -0.0828 3.1037 0.5460
H: -2.1947 2.1103 -0.0363
H: -1.5722 0.4923 -0.0779
O: 0.4599 -2.4677 0.8464
H: -0.1894 -2.9266 1.3983
H: 1.2618 -2.8978 1.1742
O: -1.3664 -1.2671 -1.0013
H: -0.4301 -1.4734 -1.0951
H: -1.3604 -1.3772 -0.0515

Results of the Mulliken charge analysis, in e, for atoms 1 through 2: atom 1 (C): -0.831, atom 2 (C): -0.140



Entry 2:
DFT (ωB97M-V/def2-TZVPD) results for 3 unconnected molecules or ions with the total composition C4H10O2 at a distorted geometry.

Summary:
multiplicity = 1
energy = -8402.2731 eV
energy relative to the best compared isomer or geometry (same formula, charge and spin) = 75.5 kcal/mol
LUMO energy = 0.944 eV
orbital gap = 10.6 eV
total charge = 0
SMILES = CC(C)=O.[H][H].C=O

Cartesian coordinates (Å):
C: -0.4345 -0.9979 -0.4066
C: -0.5697 0.4821 -0.3363
C: -1.1353 0.8068 1.0373
O: -0.0177 1.2399 -1.1192
H: -1.1231 -1.6231 0.0877
H: -0.3352 -1.2245 -1.5554
H: 0.4934 -1.3751 0.0750
H: -1.8542 -0.0713 1.2939
H: -1.5291 1.7305 1.0004
H: -0.2890 0.6305 1.6788
H: -3.1496 -2.1494 0.7310
H: -3.3825 -2.4598 0.0734
C: 3.3213 1.2123 -0.6208
O: 3.0093 0.1014 -0.3123
H: 4.3348 1.7722 -0.4346
H: 2.6611 1.9255 -1.1922

Results of the Mulliken charge analysis, in e, for atoms 1 through 2: atom 1 (C): -0.915, atom 2 (C): 0.862



Entry 3:
DFT (ωB97M-V/def2-TZVPD) results for 2 unconnected molecules or ions with the total composition C4H10O2 at a distorted geometry.

Summary:
multiplicity = 1
energy = -8403.9363 eV
energy relative to the best compared isomer or geometry (same formula, charge and spin) = 37.1 kcal/mol
LUMO energy = 0.810 eV
orbital gap = 9.9 eV
total charge = 0
SMILES = C/C=C/CO.O

Cartesian coordinates (Å):
C: 0.3666 0.8079 -1.8726
C: 0.6824 -0.3103 -0.9177
C: -0.2174 -0.8658 -0.1225
C: -0.0288 -2.0633 0.7648
O: -1.1845 -2.2084 1.5931
H: 1.0242 0.7184 -2.7398
H: -0.6978 0.8752 -2.0660
H: 0.7037 1.7671 -1.4740
H: 1.7515 -0.4766 -0.7705
H: -1.2616 -0.5927 -0.2618
H: 0.9105 -1.9445 1.3321
H: 0.0727 -2.9997 0.1843
H: -0.9164 -2.4737 2.4857
O: -0.2182 3.1762 0.9870
H: -0.4215 2.5396 1.6744
H: -0.5655 4.0506 1.2036

Results of the Mulliken charge analysis, in e, for atoms 1 through 2: atom 1 (C): -1.159, atom 2 (C): 0.073



Entry 4:
DFT (ωB97M-V/def2-TZVPD) results for 2 unconnected molecules or ions with the total composition C4H10O2 at a distorted geometry.

Summary:
multiplicity = 1
energy = -8403.2340 eV
energy relative to the best compared isomer or geometry (same formula, charge and spin) = 53.3 kcal/mol
LUMO energy = 0.543 eV
orbital gap = 11.3 eV
total charge = 0
SMILES = O=CO.CCC

Cartesian coordinates (Å):
O: -0.9780 0.4498 0.7913
C: -1.1434 1.6748 0.7157
O: -1.0950 2.3518 1.8527
H: -1.2784 2.2140 -0.2257
H: -0.1194 2.0302 2.1297
C: 0.4616 -0.7517 -2.1707
C: 0.6018 -1.8521 -1.0288
C: 1.7690 -1.6473 0.0929
H: -0.5973 -0.4935 -2.2482
H: 1.2727 -0.0687 -2.1556
H: 0.4742 -1.4417 -2.9704
H: -0.3297 -1.8286 -0.4869
H: 0.7266 -2.7552 -1.5917
H: 1.8883 -2.3893 0.8599
H: 1.7659 -0.6228 0.5179
H: 2.6465 -1.5992 -0.6350

Results of the Mulliken charge analysis, in e, for atoms 1 through 2: atom 1 (O): -0.455, atom 2 (C): 0.200



Entry 5:
DFT (ωB97M-V/def2-TZVPD) results for C4H10O2 in the gas phase at a distorted geometry.

Summary:
multiplicity = 1
energy = -8404.2455 eV
energy relative to the best compared isomer or geometry (same formula, charge and spin) = 30.0 kcal/mol
LUMO energy = 0.660 eV
orbital gap = 10.8 eV
total charge = 0
SMILES = CC(C)(O)CO

Cartesian coordinates (Å):
C: -1.3127 -0.9147 -0.3788
C: -0.2526 -0.0212 0.1159
C: -0.6550 1.4253 0.1221
O: -0.1871 -0.5288 1.6156
C: 1.1014 -0.2912 -0.5268
O: 2.0758 0.3488 0.2802
H: -0.9643 -1.8283 0.3015
H: -2.3635 -0.6992 -0.1334
H: -1.2658 -1.1940 -1.4334
H: -0.7646 1.7979 -0.9049
H: -1.6151 1.5514 0.6340
H: 0.1060 2.0169 0.6298
H: 0.7557 -0.4987 1.8533
H: 1.2836 -1.3765 -0.5834
H: 1.1036 0.1077 -1.5546
H: 2.9548 0.1044 -0.0370

Results of the Mulliken charge analysis, in e, for atoms 1 through 2: atom 1 (C): -1.397, atom 2 (C): 1.496



Entry 6:
DFT (ωB97M-V/def2-TZVPD) results for C4H10O2 in the gas phase at a distorted geometry.

Summary:
multiplicity = 1
energy = -8404.3109 eV
energy relative to the best compared isomer or geometry (same formula, charge and spin) = 28.5 kcal/mol
LUMO energy = 0.849 eV
orbital gap = 11.2 eV
total charge = 0
SMILES = OCCCCO

Cartesian coordinates (Å):
O: -2.1456 0.6601 -0.2085
C: -1.6142 0.2889 1.0514
C: -0.2325 -0.4557 1.0156
C: 0.3571 -0.6915 -0.3842
C: 1.4287 0.3300 -0.7159
O: 1.9358 0.1928 -2.0415
H: -1.6858 1.4578 -0.5171
H: -1.4958 1.1533 1.6916
H: -2.3400 -0.3993 1.4856
H: 0.4839 0.1555 1.5456
H: -0.3196 -1.3721 1.6073
H: -0.4593 -0.5348 -1.0977
H: 0.6819 -1.7081 -0.6031
H: 2.2166 0.3135 0.0417
H: 1.0200 1.3406 -0.6899
H: 2.1688 -0.7311 -2.1807

Results of the Mulliken charge analysis, in e, for atoms 1 through 2: atom 1 (O): -0.542, atom 2 (C): -0.384